Record 1
Molecular formula: C53H46N8P2PtS3
Method: DFT, the ωB97M-V functional and the def2-TZVPD basis

```
113
Properties=species:S:1:pos:R:3
Pt -0.126 0.020 -0.269
C -2.390 -4.891 -4.941
C -2.335 -3.798 -3.936
C -3.237 -3.724 -2.870
C -3.142 -2.726 -1.936
C -2.125 -1.742 -1.985
N -2.044 -0.828 -0.984
C -3.218 -0.347 -0.479
C -4.272 -0.002 -1.357
C -5.468 0.487 -0.896
C -5.694 0.667 0.472
C -6.995 1.176 0.987
C -4.667 0.348 1.347
C -3.451 -0.146 0.902
N -2.525 -0.546 1.873
C -2.834 -1.101 3.066
C -1.656 -1.295 3.746
C -0.666 -0.820 2.882
N -1.208 -0.383 1.755
C -1.225 -1.812 -3.079
C -1.345 -2.825 -4.016
N -0.270 -0.815 -3.335
C -0.027 -0.276 -4.552
C 1.028 0.592 -4.415
C 1.380 0.518 -3.067
N 0.587 -0.335 -2.429
H -3.384 -5.327 -4.993
H -1.696 -5.682 -4.657
H -2.090 -4.542 -5.926
H -4.012 -4.468 -2.771
H -3.828 -2.696 -1.103
H -4.101 -0.114 -2.419
H -6.246 0.746 -1.598
H -7.821 0.630 0.538
H -7.118 2.227 0.734
H -7.049 1.080 2.067
H -4.815 0.495 2.407
H -3.842 -1.349 3.324
H -1.522 -1.728 4.714
H 0.390 -0.766 3.049
H -0.640 -2.861 -4.832
H -0.618 -0.522 -5.410
H 1.482 1.197 -5.172
H 2.167 1.031 -2.552
C 2.562 -1.894 1.617
N 3.028 -0.868 0.695
P 3.541 -1.309 -0.919
C 5.359 -1.417 -0.722
C 6.153 -1.281 -1.855
C 7.531 -1.373 -1.746
C 8.114 -1.584 -0.506
C 7.320 -1.723 0.622
C 5.945 -1.634 0.520
C 3.060 -3.068 -0.965
C 1.698 -3.359 -1.044
C 1.264 -4.670 -1.085
C 2.190 -5.704 -1.061
C 3.544 -5.421 -1.005
C 3.983 -4.109 -0.966
P 2.032 0.530 0.612
C 3.158 1.718 -0.173
C 2.644 2.799 -0.882
C 3.503 3.714 -1.468
C 4.876 3.564 -1.337
C 5.386 2.510 -0.596
C 4.534 1.595 -0.006
C 2.054 1.237 2.284
C 1.014 2.104 2.605
C 1.063 2.835 3.776
C 2.144 2.690 4.633
C 3.174 1.816 4.320
C 3.140 1.096 3.140
H 3.243 -2.742 1.595
H 1.558 -2.265 1.379
H 2.554 -1.482 2.627
H 5.693 -1.107 -2.819
H 8.148 -1.271 -2.626
H 9.188 -1.642 -0.418
H 7.770 -1.901 1.587
H 5.331 -1.740 1.401
H 0.978 -2.540 -1.065
H 0.208 -4.891 -1.140
H 1.854 -6.729 -1.086
H 4.266 -6.221 -0.985
H 5.042 -3.902 -0.920
H 1.571 2.911 -0.982
H 3.096 4.531 -2.041
H 5.545 4.273 -1.800
H 6.453 2.396 -0.488
H 4.937 0.790 0.589
H 0.177 2.200 1.920
H 0.270 3.530 4.010
H 2.191 3.274 5.537
H 4.019 1.714 4.982
H 3.958 0.440 2.879
S -4.285 6.553 0.090
C -3.503 5.108 -0.087
S -2.274 4.845 -1.296
C -2.040 3.215 -0.617
N -2.831 2.960 0.372
N -3.640 3.982 0.664
C -4.514 3.871 1.764
C -4.088 3.165 2.886
C -4.890 3.127 4.010
C -6.111 3.787 4.018
C -6.545 4.459 2.888
C -5.760 4.489 1.750
S -0.888 2.246 -1.365
H -3.123 2.683 2.869
H -4.563 2.609 4.897
H -6.731 3.778 4.900
H -7.498 4.966 2.892
H -6.113 4.984 0.860
```

Calculated values
* <S²>: 6.09
* total charge: +2
* HOMO level (spin up / spin down): -11.89 / -12.17 eV
* multiplicity: 5

These are the Löwdin partial charges, in e, on atoms 1 to 8: Pt 0.85; C -0.02; C -0.23; C 0.00; C 0.02; C -0.22; N 0.00; C -0.26

---

Record 2
Molecular formula: C53H47N3O3S4Zr
Method: DFT, the ωB97M-V functional and the def2-TZVPD basis

```
111
Properties=species:S:1:pos:R:3
Zr -0.284 0.030 0.018
C 2.337 -3.806 1.487
C 1.315 -2.694 1.402
N 1.293 -1.871 0.400
N 2.342 -2.095 -0.488
C 2.432 -1.310 -1.505
S 1.496 0.023 -1.990
S 3.778 -1.694 -2.630
C 3.955 -3.486 -2.370
C 2.936 -4.285 -3.137
C 1.597 -4.317 -2.744
C 0.660 -5.013 -3.491
C 1.044 -5.701 -4.635
C 2.373 -5.681 -5.032
C 3.308 -4.974 -4.288
C 0.372 -2.625 2.537
C 0.627 -3.370 3.698
C -0.217 -3.360 4.791
C -1.389 -2.602 4.739
C -1.674 -1.852 3.622
C -0.789 -1.821 2.523
O -1.066 -1.032 1.536
H 2.833 -3.945 0.537
H 1.845 -4.732 1.785
H 3.091 -3.562 2.239
H 3.892 -3.661 -1.299
H 4.964 -3.735 -2.705
H 1.273 -3.762 -1.873
H -0.377 -4.990 -3.181
H 0.307 -6.236 -5.222
H 2.683 -6.209 -5.927
H 4.345 -4.948 -4.609
H 1.526 -3.967 3.762
H 0.026 -3.945 5.670
H -2.079 -2.605 5.576
H -2.582 -1.270 3.525
O -0.797 1.696 -1.059
C -2.005 2.306 -1.359
C -2.951 2.151 -0.142
C -2.275 2.615 1.101
C -2.627 3.815 1.712
C -1.945 4.229 2.838
C -0.934 3.425 3.334
C -0.633 2.233 2.687
C 0.452 1.345 3.224
C 1.671 1.282 2.280
O 1.267 0.858 1.038
C 2.296 2.678 2.162
C 2.782 3.354 3.279
C 3.309 4.630 3.161
C 3.364 5.248 1.916
C 2.899 4.572 0.798
C 2.368 3.293 0.919
C 2.739 0.305 2.794
C 2.730 -0.279 4.052
C 3.728 -1.177 4.424
C 4.742 -1.500 3.538
C 4.745 -0.933 2.266
C 3.754 -0.041 1.901
N -1.287 1.842 1.584
C -1.788 3.809 -1.561
C -2.789 4.613 -2.102
C -2.629 5.988 -2.183
C -1.460 6.584 -1.722
C -0.457 5.789 -1.186
C -0.620 4.411 -1.109
C -2.600 1.675 -2.621
C -1.892 1.838 -3.811
C -2.316 1.230 -4.979
C -3.465 0.445 -4.974
C -4.171 0.278 -3.795
C -3.743 0.888 -2.620
H -3.210 1.088 -0.028
H -3.882 2.701 -0.296
H -3.418 4.412 1.277
H -2.193 5.166 3.321
H -0.366 3.710 4.211
H 0.064 0.332 3.336
H 0.741 1.704 4.214
H 2.756 2.870 4.250
H 3.680 5.145 4.040
H 3.774 6.246 1.821
H 2.945 5.039 -0.179
H 2.003 2.747 0.057
H 1.930 -0.071 4.752
H 3.692 -1.637 5.404
H 5.511 -2.208 3.822
H 5.508 -1.208 1.547
H 3.727 0.369 0.898
H -3.698 4.149 -2.469
H -3.416 6.598 -2.611
H -1.335 7.659 -1.780
H 0.456 6.239 -0.815
H 0.147 3.777 -0.687
H -0.977 2.420 -3.802
H -1.737 1.344 -5.888
H -3.787 -0.055 -5.880
H -5.042 -0.366 -3.764
H -4.274 0.669 -1.701
C -3.117 -3.330 -2.883
C -2.966 -2.350 -1.736
S -1.356 -1.593 -1.754
C -4.022 -2.111 -0.928
C -5.303 -2.880 -1.217
S -4.114 -0.987 0.410
H -2.174 -3.431 -3.419
H -3.868 -2.990 -3.609
H -3.432 -4.323 -2.542
H -5.151 -3.965 -1.165
H -5.686 -2.665 -2.224
H -6.066 -2.604 -0.494
```

Calculated values
* total charge: -2
* HOMO level: -0.36 eV

These are the Löwdin partial charges, in e, on atoms 1 to 8: Zr 1.48; C -0.03; C -0.22; N -0.01; N -0.11; C -1.13; S 0.55; S 0.85

---

For reference, electronic energy by record: -121943.988 -110966.126 eV.
For reference, max |F| by record: 2.169 0.501 eV/A.